Entry 1:
{
  "formula": "C5H12N",
  "method": "ωB97M-V/def2-TZVPD",
  "energy_ha": -252.00665,
  "total_charge": 1,
  "multiplicity": 3,
  "homo_ev": [-11.06, -13.11],
  "e_lumo_ev": [-3.7020, -5.7171],
  "elements": ["C", "C", "C", "C", "C", "N", "H", "H", "H", "H", "H", "H", "H", "H", "H", "H", "H", "H"],
  "coordinates": [[-1.77526, -0.18873, 0.07106], [-0.90038, 0.75404, 0.15546], [-3.25411, 0.07834, -0.02310], [1.64541, -1.36316, -0.08218], [1.48857, -0.02412, 0.54017], [2.29273, 1.04133, -0.11256], [-1.49648, -1.23178, 0.05645], [-0.82626, 1.81209, 0.22003], [-3.46699, 1.14303, -0.03375], [-3.73686, -0.37453, 0.84045], [-3.64947, -0.38433, -0.92382], [2.65339, -1.76653, 0.05845], [0.95609, -2.05939, 0.38517], [1.43514, -1.33748, -1.15017], [1.53956, 0.03752, 1.61722], [2.24437, 0.91762, -1.13392], [3.28835, 0.99822, 0.16380], [1.93275, 1.97031, 0.13590]],
  "atomic_forces_ev_per_a": [[-0.63, 0.09, -0.14], [-0.34, 0.29, -0.28], [-0.07, -0.13, 0.17], [-0.43, 0.40, -0.03], [2.59, -1.28, 0.40], [-0.22, -0.17, -0.02], [0.20, -0.34, -0.03], [-0.19, 0.69, 0.02], [-0.04, 0.03, -0.02], [-0.20, -0.03, 0.01], [-0.11, -0.02, -0.06], [0.13, 0.01, 0.02], [-0.05, -0.08, 0.04], [-0.04, -0.05, -0.16], [-0.38, 0.36, 0.09], [0.00, 0.22, 0.24], [-0.29, 0.07, -0.11], [0.08, -0.07, -0.15]],
  "mulliken_charge": [0.037, -0.265, -1.140, -1.149, -0.196, -0.264, 0.223, 0.277, 0.331, 0.304, 0.307, 0.397, 0.310, 0.408, 0.328, 0.366, 0.367, 0.360]
}



Entry 2:
{
  "formula": "C5H12N",
  "method": "ωB97M-V/def2-TZVPD",
  "energy_ha": -251.66205,
  "total_charge": 2,
  "multiplicity": 2,
  "homo_ev": [-20.68, -21.91],
  "e_lumo_ev": [-9.0078, -12.9773],
  "elements": ["C", "C", "C", "C", "C", "N", "H", "H", "H", "H", "H", "H", "H", "H", "H", "H", "H", "H"],
  "coordinates": [[0.81413, -1.27399, 0.35394], [-0.41373, -1.35944, -0.57368], [-1.06077, -0.01504, -0.83348], [-1.31317, 1.03223, -0.03043], [-0.65175, 1.64109, 1.09841], [1.64795, -0.18650, -0.37218], [1.48688, -2.18302, 0.36926], [0.62318, -0.93695, 1.31278], [-1.21461, -1.89248, -0.14911], [-0.24319, -1.86596, -1.53491], [-1.69435, 0.01960, -1.80882], [-2.19284, 1.52462, -0.28269], [-1.38886, 2.10264, 1.70652], [-0.05656, 2.31620, 0.52805], [-0.08983, 0.91147, 1.81696], [1.12129, 0.69011, -0.61758], [2.19890, -0.67578, -1.15071], [2.42733, 0.15121, 0.16769]],
  "atomic_forces_ev_per_a": [[1.12, -0.56, -3.18], [0.97, 1.57, -0.39], [-1.26, -3.44, -3.64], [0.07, 0.94, 2.16], [0.47, -3.18, 1.59], [1.30, -0.73, -0.52], [-1.09, 0.86, 0.03], [-0.43, 0.48, 1.86], [-1.26, -1.22, 0.93], [0.23, 0.17, 0.26], [1.36, -0.14, 1.45], [-1.74, 1.04, -0.66], [-0.42, 1.10, 0.40], [1.25, 1.54, 0.25], [-0.43, 1.45, -1.61], [0.76, -1.32, -0.36], [-1.43, 1.21, 0.40], [0.55, 0.23, 1.02]],
  "mulliken_charge": [-0.584, -0.439, -0.144, 0.117, -1.197, -0.334, 0.394, 0.308, 0.407, 0.414, 0.418, 0.479, 0.420, 0.465, 0.232, 0.267, 0.398, 0.378]
}



Entry 3:
{
  "formula": "C5H12N2",
  "method": "ωB97M-V/def2-TZVPD",
  "energy_ha": -307.17640,
  "homo_ev": -7.63,
  "e_lumo_ev": 0.9673,
  "elements": ["C", "C", "N", "C", "C", "C", "N", "H", "H", "H", "H", "H", "H", "H", "H", "H", "H", "H", "H"],
  "coordinates": [[-0.38079, -1.91234, 0.19247], [-0.88812, -0.52029, 0.14994], [-2.13563, -0.41157, -0.47633], [-0.07362, 0.55730, 0.28467], [-0.49819, 1.92830, -0.16630], [1.38865, 0.43867, 0.62426], [2.08479, 0.18542, -0.63919], [0.46318, -2.01575, -0.67169], [-1.18809, -2.63719, 0.24964], [0.26268, -2.07490, 1.05195], [-2.51887, 0.51932, -0.50043], [-2.79696, -1.12541, -0.20742], [-0.78308, 1.96005, -1.22224], [0.31337, 2.63675, -0.03735], [-1.34417, 2.28185, 0.42672], [1.54489, -0.37750, 1.34746], [1.75747, 1.37366, 1.05863], [3.06864, 0.01199, -0.45828], [1.72384, -0.81834, -1.00652]],
  "atomic_forces_ev_per_a": [[2.62, -0.10, -0.74], [0.89, 1.34, -0.89], [0.01, -0.03, 0.20], [-0.50, -0.28, 0.19], [-0.32, -0.13, 0.17], [-0.55, -0.75, 0.07], [-0.48, -2.99, -1.25], [-2.69, -0.50, 1.47], [0.25, -0.30, -0.61], [-0.16, -0.01, 0.43], [-0.18, -0.06, 0.08], [-0.09, 0.20, -0.04], [-0.04, -0.07, -0.01], [0.06, 0.10, 0.02], [-0.13, 0.18, -0.05], [0.05, 0.28, 0.07], [-0.01, -0.17, -0.04], [0.13, 0.09, -0.03], [1.14, 3.19, 0.95]],
  "mulliken_charge": [-1.165, 0.755, -0.539, 0.693, -1.690, -1.077, -0.571, 0.070, 0.406, 0.318, 0.223, 0.220, 0.302, 0.383, 0.424, 0.281, 0.443, 0.262, 0.262]
}



Entry 4:
{
  "formula": "C5H12N2",
  "method": "ωB97M-V/def2-TZVPD",
  "energy_ha": -307.19052,
  "homo_ev": -8.33,
  "e_lumo_ev": 1.0686,
  "elements": ["C", "C", "N", "C", "C", "C", "N", "H", "H", "H", "H", "H", "H", "H", "H", "H", "H", "H", "H"],
  "coordinates": [[1.85557, -0.30486, -1.51201], [1.42688, -0.09905, -0.26648], [2.20833, 0.55540, 0.70469], [0.24846, -0.82907, 0.29565], [-0.97805, 0.04415, 0.65253], [-1.42427, 0.85088, -0.56747], [-2.05882, -0.76609, 1.14844], [2.66731, 0.27818, -1.93585], [1.13559, -0.62381, -2.26119], [3.04862, 0.97335, 0.32694], [1.70277, 1.27221, 1.20999], [0.53011, -1.38729, 1.19464], [-0.09341, -1.59143, -0.40197], [-0.70546, 0.76455, 1.43450], [-2.38285, 1.31187, -0.30201], [-0.72629, 1.66612, -0.71322], [-1.63636, 0.19723, -1.40859], [-2.88980, -0.80786, 0.58668], [-1.92832, -1.50448, 1.81473]],
  "atomic_forces_ev_per_a": [[-0.78, 1.26, -0.82], [0.82, -0.82, 0.43], [0.11, 0.36, 0.04], [-0.80, 0.06, 0.26], [0.48, -0.25, -0.17], [-0.95, -0.05, 1.33], [-0.63, 0.35, -0.09], [0.25, -0.16, 0.25], [0.26, -0.73, 0.24], [-0.06, -0.02, -0.12], [-0.11, -0.21, 0.16], [0.27, 0.19, -0.01], [-0.05, 0.10, -0.26], [0.21, 0.04, -0.02], [0.05, 0.11, -0.08], [0.18, -0.12, -0.67], [0.47, 0.11, -0.36], [0.07, -0.22, 0.07], [0.22, 0.00, -0.17]],
  "mulliken_charge": [-1.010, 0.616, -0.563, -1.064, 0.710, -1.491, -0.531, 0.291, 0.281, 0.259, 0.226, 0.382, 0.275, 0.114, 0.461, 0.363, 0.355, 0.166, 0.161]
}



Entry 5:
{
  "formula": "C5H12N2",
  "method": "ωB97M-V/def2-TZVPD",
  "energy_ha": -307.15447,
  "homo_ev": -8.64,
  "e_lumo_ev": 0.9888,
  "elements": ["C", "C", "C", "N", "C", "C", "N", "H", "H", "H", "H", "H", "H", "H", "H", "H", "H", "H", "H"],
  "coordinates": [[-0.90077, 1.49403, 0.97016], [-0.11824, 0.59140, 0.42598], [0.96407, -0.25701, 0.86327], [1.26076, -0.04322, 2.47080], [-0.35194, 0.07647, -1.24075], [-1.22454, -1.16842, -1.26839], [0.79363, -0.09313, -2.08779], [-1.69134, 1.96073, 0.40061], [-0.79486, 1.80200, 1.99995], [0.74320, -1.32270, 0.79276], [1.92214, 0.00151, 0.40863], [0.42374, -0.26565, 3.00486], [1.48669, 0.93084, 2.65797], [-0.91444, 0.93025, -1.62964], [-0.68276, -2.03317, -0.88531], [-1.53121, -1.38540, -2.29192], [-2.11740, -1.02095, -0.66475], [1.39991, 0.71778, -2.08236], [1.33334, -0.91535, -1.84409]],
  "atomic_forces_ev_per_a": [[0.09, 0.07, 0.23], [-0.53, -1.72, -4.75], [1.27, 0.94, 5.48], [0.01, -0.76, -2.34], [-0.99, 1.68, 2.10], [0.07, 0.25, 0.05], [0.30, -0.04, 0.30], [-0.03, 0.07, -0.13], [0.01, -0.02, 0.15], [0.08, 0.13, -0.28], [-0.20, -0.25, -0.17], [0.03, 0.08, -0.31], [-0.14, -0.13, -0.27], [-0.10, -0.14, -0.12], [0.01, -0.11, 0.04], [0.06, -0.02, -0.02], [-0.01, -0.03, 0.06], [0.02, -0.08, -0.02], [0.05, 0.06, -0.01]],
  "mulliken_charge": [-0.896, 0.461, -0.439, -0.702, 0.015, -1.275, -0.666, 0.277, 0.294, 0.287, 0.249, 0.256, 0.250, 0.382, 0.311, 0.358, 0.326, 0.246, 0.266]
}



Entry 6:
{
  "formula": "C5H12N2",
  "method": "ωB97M-V/def2-TZVPD",
  "energy_ha": -307.17831,
  "homo_ev": -8.25,
  "e_lumo_ev": 1.0736,
  "elements": ["C", "C", "N", "C", "C", "C", "N", "H", "H", "H", "H", "H", "H", "H", "H", "H", "H", "H", "H"],
  "coordinates": [[-0.58924, 2.05196, -1.05141], [-0.52501, 1.43589, 0.15183], [-0.00874, 2.02241, 1.30623], [-0.93124, -0.04773, 0.22894], [0.28054, -0.92756, 0.44844], [1.08122, -1.13265, -0.87871], [-0.01266, -2.26781, 1.00392], [-0.79262, 3.10490, -1.19900], [-0.75050, 1.48320, -1.96135], [0.41016, 2.90225, 1.04567], [0.68314, 1.39672, 1.69108], [-1.53692, -0.28208, 1.11340], [-1.42177, -0.26776, -0.71298], [1.00116, -0.45051, 1.11206], [2.07775, -1.54724, -0.72640], [1.13148, -0.16900, -1.38631], [0.49889, -1.82097, -1.49897], [0.39822, -2.95299, 0.37640], [-0.99385, -2.53102, 0.93715]],
  "atomic_forces_ev_per_a": [[-1.02, -0.19, 0.22], [-0.09, -0.77, -1.39], [-0.65, 0.11, -0.12], [1.20, 0.59, 0.69], [1.51, -1.32, -1.36], [-0.94, 0.42, 0.40], [-0.34, -0.24, -0.29], [1.02, 0.34, 0.29], [-0.53, -0.21, 0.30], [0.21, 0.08, 0.32], [0.03, 0.16, 0.41], [-0.51, 0.64, -0.34], [-0.28, -0.38, 0.14], [-0.21, 0.15, 0.42], [-0.04, 0.07, 0.10], [0.32, -0.07, -0.15], [0.11, 0.06, -0.14], [0.32, 0.00, 0.28], [-0.10, 0.56, 0.22]],
  "mulliken_charge": [-1.141, 0.668, -0.609, -1.001, 0.785, -1.491, -0.720, 0.321, 0.265, 0.288, 0.285, 0.350, 0.333, -0.004, 0.369, 0.380, 0.390, 0.270, 0.260]
}



Repeat the third record exactly.
{
  "formula": "C5H12N2",
  "method": "ωB97M-V/def2-TZVPD",
  "energy_ha": -307.17640,
  "homo_ev": -7.63,
  "e_lumo_ev": 0.9673,
  "elements": ["C", "C", "N", "C", "C", "C", "N", "H", "H", "H", "H", "H", "H", "H", "H", "H", "H", "H", "H"],
  "coordinates": [[-0.38079, -1.91234, 0.19247], [-0.88812, -0.52029, 0.14994], [-2.13563, -0.41157, -0.47633], [-0.07362, 0.55730, 0.28467], [-0.49819, 1.92830, -0.16630], [1.38865, 0.43867, 0.62426], [2.08479, 0.18542, -0.63919], [0.46318, -2.01575, -0.67169], [-1.18809, -2.63719, 0.24964], [0.26268, -2.07490, 1.05195], [-2.51887, 0.51932, -0.50043], [-2.79696, -1.12541, -0.20742], [-0.78308, 1.96005, -1.22224], [0.31337, 2.63675, -0.03735], [-1.34417, 2.28185, 0.42672], [1.54489, -0.37750, 1.34746], [1.75747, 1.37366, 1.05863], [3.06864, 0.01199, -0.45828], [1.72384, -0.81834, -1.00652]],
  "atomic_forces_ev_per_a": [[2.62, -0.10, -0.74], [0.89, 1.34, -0.89], [0.01, -0.03, 0.20], [-0.50, -0.28, 0.19], [-0.32, -0.13, 0.17], [-0.55, -0.75, 0.07], [-0.48, -2.99, -1.25], [-2.69, -0.50, 1.47], [0.25, -0.30, -0.61], [-0.16, -0.01, 0.43], [-0.18, -0.06, 0.08], [-0.09, 0.20, -0.04], [-0.04, -0.07, -0.01], [0.06, 0.10, 0.02], [-0.13, 0.18, -0.05], [0.05, 0.28, 0.07], [-0.01, -0.17, -0.04], [0.13, 0.09, -0.03], [1.14, 3.19, 0.95]],
  "mulliken_charge": [-1.165, 0.755, -0.539, 0.693, -1.690, -1.077, -0.571, 0.070, 0.406, 0.318, 0.223, 0.220, 0.302, 0.383, 0.424, 0.281, 0.443, 0.262, 0.262]
}